1.
Here is a structure of composition C35H45BaN4O3PS2 from the OMol25 dataset. Energies are from ωB97M-V with the def2-TZVPD basis set.

Geometry (Å):
H  2.25  -1.92  0.92
H  -2.92  -3.32  0.20
H  -0.22  -2.61  -3.02
H  -0.81  5.06  0.88
C  0.59  -2.33  -1.05
N  0.21  2.38  0.79
C  1.45  -0.36  4.26
H  -3.96  2.87  3.18
C  -2.30  1.69  3.96
H  0.69  2.48  5.31
H  1.17  -2.14  2.18
O  -2.88  -2.20  -3.61
H  -0.04  0.66  6.37
H  3.50  4.46  5.62
C  -2.99  2.49  2.85
C  -0.07  -0.29  4.41
N  -4.69  0.04  0.49
H  1.80  0.28  -0.71
C  0.89  4.32  -4.54
C  -4.12  -1.52  2.25
H  2.17  5.60  5.74
S  -2.95  -3.35  -2.72
H  -2.37  3.35  2.58
H  -2.93  0.82  4.21
H  -1.15  -2.73  1.83
H  2.24  2.32  -3.29
H  -3.16  2.91  5.50
H  1.70  3.81  -5.06
C  0.95  2.91  4.36
H  -1.77  5.55  -0.52
H  -5.03  -4.74  2.71
C  -4.98  -3.76  2.26
C  -4.26  0.32  -0.76
N  1.28  -1.85  1.22
H  -1.59  3.47  4.95
H  1.82  -1.31  4.66
H  -6.20  -2.03  -0.38
C  0.47  2.96  -0.46
H  2.82  5.38  3.05
C  0.73  2.92  1.93
H  -3.66  -2.96  3.76
C  0.34  -2.35  0.32
C  2.30  1.25  -0.81
H  -1.55  -0.18  6.02
H  1.58  -2.06  -1.41
N  -4.20  -0.64  -1.66
C  1.39  2.35  -1.33
C  0.76  3.85  -3.12
C  -2.17  2.58  5.19
H  -1.70  2.08  6.03
O  -2.59  -4.61  -3.30
C  -0.47  -0.21  5.88
H  1.89  4.47  0.98
H  -3.82  -0.44  -2.58
C  -0.30  4.04  -0.94
H  2.04  4.01  6.49
H  1.78  -0.26  3.23
C  -1.29  4.70  -0.03
C  -5.64  -2.23  0.52
Ba  -1.05  0.41  -0.11
H  -4.68  0.83  1.11
H  -4.41  -1.63  -1.51
H  -0.49  -1.22  4.01
C  2.14  4.53  3.10
C  0.40  2.37  3.19
C  -1.93  -3.04  -0.15
P  -0.76  0.97  3.20
H  2.68  1.50  0.18
H  -2.07  4.00  0.27
C  1.52  2.80  -2.64
H  -0.09  -1.10  6.40
C  -0.94  -2.71  0.77
C  -5.69  -3.49  1.10
H  -0.74  5.29  -2.61
H  -3.14  1.92  1.93
H  1.08  5.39  -4.59
C  -4.83  -1.25  1.08
S  -3.70  1.90  -1.09
C  1.83  3.99  4.35
H  -0.03  4.13  -5.10
C  2.41  4.54  5.61
H  1.93  0.44  4.82
H  -6.29  -4.26  0.64
H  -3.49  -0.74  2.68
O  -4.18  -3.38  -1.91
C  -4.20  -2.76  2.84
H  3.14  1.10  -1.49
C  1.61  4.03  1.93
C  -0.14  4.46  -2.25
C  -0.41  -2.64  -1.95
C  -1.68  -2.99  -1.51

Calculated values
HOMO level: -7.071 eV
E_LUMO: -0.061 eV
energy above the lowest of the compared OMol25 structures with the same formula, charge and spin: 1.5 kcal per mole

Atom charges from the Löwdin analysis, given in e for atoms 1 to 8: 0.10, 0.10, 0.13, 0.08, -0.09, -0.24, -0.13, 0.09

2.
Here is a structure of composition C35H45Cl2Zr in a non-equilibrium geometry from the OMol25 dataset. Energies are from ωB97M-V with the def2-TZVPD basis set.

Geometry (Å):
C  -0.78  -2.93  0.88
H  -1.12  3.41  -2.86
H  -0.71  4.10  3.00
C  -0.68  -1.76  -6.85
H  -0.45  -0.77  2.99
C  -3.03  -1.51  2.68
H  -0.97  2.41  3.44
C  -0.42  2.65  0.09
C  -3.86  -0.34  -2.28
H  0.90  0.51  -1.92
C  2.59  -3.80  -2.87
H  -0.53  -2.74  -1.93
C  -4.05  2.86  -0.94
C  3.10  -4.60  -1.86
C  1.03  2.89  -0.17
C  -3.77  -0.77  0.29
H  -4.22  -1.13  -2.95
H  0.57  2.96  2.72
C  4.35  -4.33  -1.31
C  -4.96  -0.07  0.79
H  5.18  -1.61  -3.15
C  -0.53  -2.74  -5.87
H  1.05  -0.53  2.21
C  5.11  -3.25  -1.78
C  -3.50  2.64  2.26
H  2.24  -0.10  -6.37
C  4.59  -2.45  -2.78
H  -0.19  1.93  -2.64
H  3.55  -1.02  -4.69
H  1.62  -4.08  -3.27
C  -1.15  2.41  -2.39
C  0.33  -0.80  -7.03
C  -1.08  2.73  1.34
H  -4.58  0.59  1.54
H  1.22  2.90  -1.25
H  -5.45  0.62  0.07
C  -3.34  -0.94  -1.04
Cl  4.95  -5.35  -0.08
H  2.52  -5.44  -1.50
H  0.66  -3.59  -4.36
H  -4.01  3.62  2.33
C  -2.17  -1.75  -0.98
C  -1.84  -2.00  0.39
H  -5.67  -0.69  1.41
H  -0.73  -2.94  1.97
H  1.34  3.87  0.23
H  -4.25  3.93  -1.14
H  0.21  -2.63  0.49
H  -0.98  -3.95  0.53
C  -2.82  -1.34  1.20
C  0.73  -0.22  -1.12
C  1.46  -0.84  -6.23
H  -3.09  0.20  -2.82
C  -0.52  3.06  2.68
H  0.63  -1.19  -1.64
H  -3.27  -2.55  2.95
H  -2.19  -1.18  3.31
H  0.21  -0.04  -7.80
C  3.31  -2.68  -3.38
C  1.65  -1.84  -5.21
C  0.60  -2.78  -5.08
Zr  -0.81  0.24  0.38
H  -1.37  -1.55  -2.97
H  -4.05  2.29  -1.87
H  -4.82  2.45  -0.29
Cl  -2.08  -1.74  -7.81
C  2.85  -1.81  -4.42
C  -2.51  2.61  1.12
C  0.06  -0.06  2.33
C  -1.46  2.49  -0.94
H  -1.90  1.83  -2.95
H  -3.90  -0.94  3.03
H  -4.27  1.92  2.19
H  1.73  -0.29  -0.65
H  -3.04  2.33  3.21
H  0.26  0.83  2.95
C  -2.74  2.64  -0.28
C  -1.51  -2.31  -2.17
H  6.08  -3.05  -1.34
H  -2.11  -3.10  -2.65
H  1.67  2.11  0.28
H  -1.32  -3.48  -5.73
H  -4.66  0.39  -2.10

Calculated values
HOMO level: -2.320 eV
E_LUMO: 2.265 eV
energy above the lowest of the compared OMol25 structures with the same formula, charge and spin: 24.1 kcal per mole
total charge: -1

Atom charges from the Löwdin analysis, given in e for atoms 1 to 8: -0.06, 0.09, 0.09, -0.76, -0.02, -0.05, 0.06, -0.38

3.
Here is a structure of composition C35H45CrGe2N4O5 from the OMol25 dataset. Energies are from ωB97M-V with the def2-TZVPD basis set.

Geometry (Å):
H  8.30  1.23  -2.88
C  -3.71  0.99  -1.44
H  0.29  2.36  -1.44
C  2.32  2.68  3.61
H  -0.26  1.50  6.81
Cr  -1.69  -0.51  0.60
C  -1.21  1.30  6.31
H  0.32  -0.83  -2.22
H  3.26  -1.73  -2.46
H  -4.96  1.59  -4.54
H  -5.68  1.36  -2.19
H  -4.86  -3.01  -4.43
C  -2.33  0.89  -1.75
C  -2.47  0.72  2.83
H  0.50  2.50  2.45
C  -4.63  1.25  -2.45
C  1.30  -1.06  -1.78
H  1.92  -2.47  -3.32
H  -3.80  -5.16  -3.54
C  -1.25  1.15  4.94
H  4.09  0.52  -2.80
C  5.02  0.67  -2.27
H  -2.34  1.29  8.14
C  2.27  -1.54  -2.87
H  -4.25  -4.75  -1.88
H  1.84  3.00  -0.93
C  -2.14  -2.99  -4.03
N  -2.47  -1.86  -0.88
H  -5.07  1.44  0.25
C  -3.48  -4.63  -2.64
H  1.13  -1.88  -1.07
H  8.32  1.28  -0.40
H  -4.49  0.84  7.01
H  1.43  1.51  -3.59
O  -2.12  -2.05  1.90
O  -1.40  0.66  -0.84
C  7.39  1.07  -2.32
C  -1.94  1.07  -3.09
C  7.40  1.10  -0.93
O  -0.32  -2.10  0.77
H  -0.35  1.23  4.34
C  -4.24  1.40  -3.77
C  1.37  2.22  -1.53
H  -2.55  1.44  -5.09
H  0.41  -0.94  3.47
C  -3.63  0.79  5.05
Ge  1.84  0.50  -0.69
O  -0.82  -3.78  2.06
C  5.01  0.67  -0.87
H  4.57  0.13  1.83
H  -4.56  0.59  4.54
O  -1.34  0.47  2.24
H  2.29  0.06  4.84
H  -5.37  -2.62  -2.78
N  -3.62  0.80  2.20
H  1.56  -1.94  2.61
C  3.75  0.47  -0.12
H  1.90  2.23  4.51
H  3.37  2.39  3.57
H  3.45  -0.92  3.95
N  -1.07  -2.70  1.61
H  2.89  2.36  -3.09
H  -0.88  1.03  -3.32
H  -1.20  -3.42  -3.66
C  1.80  2.34  -2.99
C  6.22  0.91  -0.22
C  -4.56  -2.51  -3.51
C  -3.27  -3.16  -3.00
H  2.26  -1.69  4.99
C  -4.14  0.97  -0.05
H  -4.42  -1.45  -3.72
C  -2.88  1.31  -4.07
H  2.38  -0.81  -3.67
C  3.68  0.27  1.21
C  1.44  -0.98  3.12
H  -2.56  -5.08  -2.28
C  -3.58  0.93  6.42
H  -2.42  -3.51  -4.94
C  6.19  0.86  -2.99
C  1.57  2.28  2.35
C  -2.37  1.19  7.06
C  2.41  -0.87  4.28
N  -3.35  0.54  0.86
C  -2.46  0.90  4.30
H  1.42  3.26  -3.44
Ge  1.78  0.40  1.75
H  -1.97  -1.94  -4.26
H  2.30  3.77  3.76
H  6.25  0.95  0.86
C  -2.85  -2.43  -1.79
H  6.16  0.85  -4.07
H  1.92  2.86  1.50

Calculated values
HOMO level (spin up / spin down): -7.914 / -7.918 eV
E_LUMO (spin up / spin down): -0.206 / -0.382 eV
<S²>: 3.776
energy above the lowest of the compared OMol25 structures with the same formula, charge and spin: 5.3 kcal per mole
multiplicity: 4

Atom charges from the Löwdin analysis, given in e for atoms 1 to 8: 0.10, -0.15, 0.04, -0.17, 0.10, 0.90, -0.07, 0.04

4.
Here is a cluster of 11 separate species, C35H45N11O10 in total in a non-equilibrium geometry from the OMol25 dataset. Energies are from ωB97M-V with the def2-TZVPD basis set.

Geometry (Å):
C  -4.70  3.45  -0.72
H  -1.18  -4.56  -0.48
C  -1.05  -2.35  -4.76
C  4.95  -0.53  1.22
H  2.05  0.10  6.12
N  -2.39  -2.97  0.25
H  3.00  -6.12  -4.25
C  -1.61  -3.64  -0.88
H  -0.18  1.20  1.60
O  -0.54  -0.56  -0.37
H  -6.31  2.66  0.44
H  -2.08  2.99  1.74
C  -1.30  6.60  0.38
H  -0.28  -2.83  -5.34
H  1.91  2.36  -4.58
O  5.72  -1.34  3.27
O  0.29  1.66  -2.91
C  3.21  -5.33  -3.55
O  5.10  -2.79  1.79
N  0.58  -0.27  0.16
H  3.04  -5.13  4.09
H  -2.92  3.98  -1.72
H  5.41  0.39  1.57
H  2.92  1.58  5.81
N  2.18  -4.73  -2.89
H  -2.75  0.74  2.73
C  1.65  -6.35  2.86
H  4.09  -2.29  -1.35
H  1.55  1.37  1.10
H  -1.75  1.88  -1.24
H  -2.37  -4.03  -1.56
O  -0.92  3.36  -3.43
C  -3.18  -1.00  -3.73
N  0.69  5.30  -1.17
C  0.80  -6.29  1.72
C  -3.26  4.08  3.28
H  -0.56  5.61  2.02
O  -1.76  -2.66  1.29
C  -3.38  3.18  -1.16
C  -4.06  3.85  4.42
N  0.51  -5.18  1.07
N  -4.27  2.68  4.97
H  1.85  -7.28  3.37
H  0.19  -1.00  -3.65
C  -3.35  -2.13  -4.55
H  -4.03  0.65  4.80
C  4.54  -4.95  -3.43
C  1.16  3.14  -4.46
H  5.26  -5.52  -4.00
H  -4.06  -0.50  -3.35
C  2.32  -5.20  3.28
N  0.05  2.62  -3.62
C  -2.97  1.68  3.21
C  -1.90  -0.59  -3.38
O  3.40  1.22  3.44
C  -0.82  -1.28  -3.92
H  -0.82  -3.09  -1.38
H  -0.02  6.37  -2.76
C  -0.22  6.11  -1.73
C  0.57  4.98  0.15
H  -3.07  5.06  2.87
C  2.96  0.50  5.68
H  -2.21  6.97  0.82
C  -1.21  6.75  -1.02
C  -2.69  2.96  2.63
N  -2.25  -2.75  -5.09
H  0.24  1.73  0.00
H  3.86  -0.47  1.21
H  -1.95  7.40  -1.46
H  3.92  0.06  5.97
H  0.69  3.33  -5.43
H  -4.32  -2.40  -4.94
H  -2.95  0.11  0.19
N  2.96  0.33  4.21
C  -3.46  1.02  -0.10
H  5.32  -0.83  0.24
N  5.28  -1.65  2.15
H  -4.58  4.69  4.85
H  1.72  -3.21  -1.46
H  1.59  4.10  -4.17
H  0.73  -3.06  1.13
C  -0.38  5.71  0.96
C  -3.74  1.59  4.36
C  -5.34  2.47  -0.02
H  0.39  -7.22  1.35
H  -1.81  0.22  -2.67
H  -5.17  4.40  -0.93
C  2.48  -3.68  -2.07
O  1.59  -0.96  0.48
C  0.55  1.06  0.80
C  2.06  -4.02  2.58
O  -3.56  -2.76  0.05
N  -4.78  1.24  0.28
O  2.51  -0.74  3.82
H  5.90  -3.51  -2.63
H  1.24  4.28  0.63
C  -2.75  1.98  -0.85
C  1.07  -4.01  1.53
H  2.48  -3.07  2.83
C  4.86  -3.79  -2.68
C  3.84  -3.16  -1.94

Calculated values
HOMO level: -8.890 eV
E_LUMO: -0.747 eV
SMILES string: C[N+](=O)[O-].C[N+](=O)[O-].C[N+](=O)[O-].C[N+](=O)[O-].C[N+](=O)[O-].c1ccncc1.c1ccncc1.c1ccncc1.c1ccncc1.c1ccncc1.c1ccncc1

Atom charges from the Löwdin analysis, given in e for atoms 1 to 8: -0.08, 0.06, -0.18, 0.04, 0.11, -0.40, 0.10, 0.04

5.
Here is a structure of composition C35H46BrN3O3SiV in a non-equilibrium geometry from the OMol25 dataset. Energies are from ωB97M-V with the def2-TZVPD basis set.

Geometry (Å):
C  -4.08  0.22  4.28
C  0.86  3.37  1.18
H  4.34  -4.03  -0.26
C  0.61  1.11  0.45
H  4.07  3.15  3.56
H  2.37  1.30  3.36
C  -1.86  3.45  -0.28
C  3.24  3.54  4.16
C  -0.83  -4.33  -1.19
H  2.13  -0.21  -2.16
H  -2.34  -5.81  -1.53
H  3.09  -0.09  -0.67
H  -4.71  -1.34  -2.24
C  2.69  5.28  2.48
H  -4.50  0.58  5.21
H  3.62  -3.07  1.04
H  0.64  4.42  1.04
N  -2.14  -1.09  -1.57
C  2.12  4.08  3.26
H  2.16  -4.89  0.28
C  0.18  4.34  -1.44
H  0.16  1.72  -2.47
C  1.18  -5.09  -0.13
H  3.62  4.35  4.78
C  -2.40  -1.15  0.62
H  -1.02  -7.65  -0.54
N  -2.96  -0.80  -0.50
H  -1.43  -3.56  -1.66
C  1.83  1.66  2.50
C  0.36  2.48  0.24
H  -0.48  -1.51  -6.08
C  3.97  -3.04  0.00
C  0.16  -1.70  -5.22
C  -1.35  -5.61  -1.13
Br  1.58  -1.10  1.99
H  4.81  -2.35  -0.04
V  -0.29  -1.32  -0.95
C  -4.16  0.10  1.88
H  1.24  -7.17  0.36
O  0.20  0.13  -0.39
C  -2.95  -0.58  4.29
C  -2.68  -1.00  -2.77
C  -0.58  -1.48  -3.93
H  -5.57  1.19  3.07
H  3.43  4.95  1.75
Si  2.63  -2.50  -1.24
H  0.25  5.14  -0.70
H  1.28  5.32  4.83
N  0.96  -2.74  -0.78
C  2.95  -3.53  -2.80
H  -2.48  -0.84  5.23
C  -0.76  2.16  -2.08
H  -1.74  4.19  0.52
H  -0.39  4.73  -2.29
C  -0.61  -6.65  -0.58
C  0.65  -6.37  -0.08
H  -2.33  2.57  0.16
C  1.33  0.74  1.61
C  -1.93  -1.20  -3.94
H  -1.22  2.74  -2.89
O  0.12  -1.60  -2.86
H  -1.45  1.37  -1.82
H  -4.47  -0.76  -3.91
H  -2.44  -1.13  -4.89
C  -0.50  3.08  -0.89
H  0.13  4.92  3.54
H  1.19  4.11  -1.80
H  -1.53  -1.66  3.08
C  0.95  4.53  4.14
H  0.58  3.69  4.73
C  -3.02  -0.71  1.88
H  -4.31  0.34  -2.51
C  -2.42  -1.04  3.09
C  -4.68  0.56  3.07
H  -2.52  3.86  -1.04
H  2.89  2.76  4.82
H  1.04  -1.05  -5.26
H  0.51  -2.73  -5.25
H  2.45  -3.11  -3.67
C  -4.14  -0.67  -2.88
C  1.61  3.02  2.29
H  -4.61  0.36  0.93
H  3.17  5.97  3.17
H  1.91  5.84  1.95
H  2.58  -4.54  -2.65
O  -1.26  -1.79  0.63
H  3.85  -0.56  -2.19
H  4.02  -3.59  -3.02
C  0.45  -4.03  -0.69
C  2.94  -0.66  -1.59

Calculated values
HOMO level (spin up / spin down): -7.257 / -7.372 eV
E_LUMO (spin up / spin down): -0.410 / -0.159 eV
<S²>: 0.758
energy above the lowest of the compared OMol25 structures with the same formula, charge and spin: 21.4 kcal per mole
multiplicity: 2

Atom charges from the Löwdin analysis, given in e for atoms 1 to 8: -0.09, 0.01, 0.03, -0.25, 0.09, 0.10, -0.03, -0.06

Number 1: E -2968.8228 a.u.. Number 2: E -2328.0787 a.u.. Number 3: E -7154.1620 a.u.. Number 4: E -2714.8021 a.u.. Number 5: E -5558.9382 a.u..